1.
Below is a molecular structure, C31H25CoP2S2 at a distorted geometry, with properties calculated with ωB97M-V with the def2-TZVPD basis set.

2S+1 ... 5
Gap between HOMO and LUMO (alpha / beta) ... 7.75 / 7.35 eV
Expectation value of S² ... 6.03
Molecular weight ... 582.56 g/mol
E_tot ... -4058.04232 Ha

Last column: Mulliken spin population.
Positions of all 61 atoms, in Å:
Co (-15.501, -1.366, -10.194)  2.729
S (-14.673, -1.793, -8.135)  0.293
P (-13.351, -2.092, -9.736)  -0.054
C (-14.110, -1.790, -11.253)  0.517
P (-14.609, -0.336, -12.079)  -0.043
S (-16.269, 0.534, -11.263)  0.232
C (-13.242, 0.689, -12.556)  0.030
C (-12.987, 1.904, -11.863)  0.004
C (-11.866, 2.661, -12.175)  0.000
C (-10.976, 2.253, -13.170)  0.003
C (-11.226, 1.050, -13.836)  0.002
C (-12.364, 0.308, -13.561)  0.001
C (-15.181, -0.862, -13.693)  0.000
C (-15.593, -2.166, -13.976)  -0.011
C (-16.199, -2.485, -15.169)  0.002
C (-16.543, -1.468, -16.045)  0.000
C (-16.164, -0.158, -15.781)  0.001
C (-15.416, 0.120, -14.635)  0.012
C (-11.719, -1.361, -9.558)  0.026
C (-10.695, -1.945, -10.323)  -0.008
C (-9.415, -1.388, -10.331)  0.000
C (-9.143, -0.297, -9.518)  0.002
C (-10.152, 0.263, -8.737)  0.002
C (-11.430, -0.310, -8.673)  0.005
C (-13.026, -3.828, -9.557)  -0.009
C (-12.661, -4.293, -8.305)  -0.009
C (-12.169, -5.624, -8.169)  0.002
C (-12.041, -6.423, -9.279)  0.000
C (-12.458, -5.976, -10.530)  0.010
C (-13.041, -4.701, -10.665)  0.038
H (-13.721, 2.228, -11.150)  -0.001
H (-11.657, 3.583, -11.602)  0.000
H (-10.074, 2.840, -13.373)  0.000
H (-10.549, 0.672, -14.603)  0.000
H (-12.522, -0.615, -14.169)  -0.002
H (-15.476, -2.951, -13.221)  0.001
H (-16.518, -3.504, -15.417)  0.000
H (-17.137, -1.632, -16.943)  0.000
H (-16.423, 0.628, -16.500)  0.000
H (-15.147, 1.134, -14.472)  0.003
H (-10.837, -2.839, -10.934)  -0.004
H (-8.613, -1.851, -10.882)  0.000
H (-8.145, 0.100, -9.477)  0.000
H (-9.926, 1.166, -8.146)  0.000
H (-12.234, 0.041, -8.004)  -0.001
H (-12.853, -3.703, -7.402)  -0.006
H (-11.929, -6.006, -7.156)  0.000
H (-11.587, -7.396, -9.162)  0.000
H (-12.397, -6.691, -11.347)  0.000
H (-13.488, -4.412, -11.619)  -0.006
C (-19.030, -4.654, -10.275)  0.012
C (-19.290, -3.320, -10.504)  0.012
C (-18.297, -2.362, -10.492)  0.018
C (-16.961, -2.690, -10.206)  0.197
C (-16.714, -4.029, -9.925)  -0.034
C (-17.727, -4.989, -9.912)  0.002
H (-19.859, -5.372, -10.247)  0.001
H (-20.308, -3.055, -10.784)  -0.001
H (-18.579, -1.308, -10.702)  0.007
H (-15.730, -4.354, -9.686)  0.026
H (-17.471, -6.020, -9.674)  0.000

***

2.
Below is a molecular structure, C31H25F2Ge at a distorted geometry, with properties calculated with ωB97M-V with the def2-TZVPD basis set.

2S+1 ... 1
Gap between HOMO and LUMO ... 6.52 eV
Molecular weight ... 508.15 g/mol
Net charge ... +1
E_tot ... -3472.59812 Ha

Last column: Löwdin charge in e.
Positions of all 59 atoms, in Å:
F (1.619, 0.591, 2.876)  0.063
C (2.204, 1.084, 1.742)  -0.237
C (3.544, 1.384, 1.707)  0.003
C (4.057, 2.023, 0.576)  -0.057
C (3.252, 2.445, -0.481)  -0.025
C (1.854, 2.298, -0.325)  -0.204
C (0.890, 3.060, -1.197)  -0.092
C (-0.412, 2.369, -1.617)  -0.207
C (-0.758, 1.850, -2.892)  -0.013
C (-2.085, 1.490, -3.070)  -0.056
C (-3.052, 1.666, -2.062)  0.020
C (-2.642, 2.101, -0.807)  -0.242
F (-3.560, 2.421, 0.152)  0.067
C (-1.320, 2.350, -0.580)  -0.018
C (1.385, 1.421, 0.665)  0.051
H (4.146, 1.133, 2.580)  0.132
H (5.109, 2.276, 0.589)  0.113
H (3.728, 2.976, -1.326)  0.125
H (1.449, 3.303, -2.149)  0.139
H (-0.047, 1.666, -3.732)  0.134
H (-2.422, 1.034, -3.996)  0.116
H (-4.078, 1.410, -2.201)  0.118
H (-0.987, 2.706, 0.393)  0.114
H (0.359, 1.095, 0.685)  0.116
H (0.901, 4.232, -0.986)  0.043
Ge (0.535, 5.944, -0.207)  1.234
C (-1.331, 6.396, -0.488)  -0.299
C (-1.966, 7.349, 0.308)  -0.094
C (-3.319, 7.638, 0.132)  -0.060
C (-4.085, 6.901, -0.750)  -0.063
C (-3.472, 5.927, -1.527)  -0.062
C (-2.081, 5.748, -1.477)  -0.103
C (0.834, 5.895, 1.708)  -0.303
C (1.706, 6.806, 2.309)  -0.088
C (1.931, 6.768, 3.686)  -0.058
C (1.341, 5.796, 4.473)  -0.057
C (0.493, 4.870, 3.884)  -0.057
C (0.196, 4.942, 2.514)  -0.089
C (1.527, 7.439, -0.939)  -0.314
C (1.253, 8.753, -0.551)  -0.094
C (1.966, 9.815, -1.115)  -0.056
C (2.946, 9.589, -2.065)  -0.064
C (3.219, 8.288, -2.460)  -0.066
C (2.522, 7.208, -1.898)  -0.105
H (-1.392, 7.854, 1.078)  0.100
H (-3.784, 8.426, 0.694)  0.109
H (-5.144, 7.049, -0.862)  0.111
H (-4.035, 5.280, -2.201)  0.112
H (-1.523, 5.095, -2.164)  0.101
H (2.226, 7.523, 1.673)  0.099
H (2.562, 7.519, 4.134)  0.111
H (1.521, 5.748, 5.532)  0.113
H (0.027, 4.081, 4.466)  0.114
H (-0.492, 4.241, 2.016)  0.097
H (0.477, 8.936, 0.188)  0.100
H (1.757, 10.826, -0.817)  0.110
H (3.508, 10.385, -2.522)  0.112
H (3.967, 8.055, -3.211)  0.111
H (2.707, 6.158, -2.169)  0.093

***

Which of these has the lowest E_tot? C31H25CoP2S2

***

Look up the molecular weight of the second one. 508.15 g/mol